No. 1
This record from the OMol25 dataset describes a structure of composition C23H40Cl3N4O3PmSi at a distorted geometry. The level of theory is wB97M-V/def2-TZVPD.

2S+1: 5
Kohn-Sham gap (alpha / beta) in eV: 7.744 / 7.756
HOMO energy (alpha / beta) in eV: -7.5178 / -7.5298
Total charge: 0

Structure (XYZ):
```
75
Properties=species:S:1:pos:R:3:forces:R:3:mulliken_charge:R:1
C 2.811518 -2.653435 -1.336796 0.0 -0.5 0.2 -1.60
C 2.306818 -1.748804 -2.415459 -1.0 0.4 -0.6 0.71
H 2.254241 -3.590927 -1.211382 0.0 0.1 -0.4 0.26
H 2.825534 -2.212180 -0.332139 0.1 0.2 -0.5 0.11
H 3.834579 -2.909634 -1.641348 0.0 -0.2 0.4 0.36
C 2.187428 -2.112289 -3.700478 0.9 0.6 0.9 -0.05
C 2.383722 -3.489872 -4.158322 0.4 -0.9 -0.3 -1.56
H 2.196182 -1.336707 -4.457853 -0.6 -0.2 0.1 0.59
H 1.817630 -4.212388 -3.552767 0.1 0.1 -0.2 0.24
H 3.449442 -3.746113 -4.067018 -0.1 -0.3 -0.2 0.30
H 2.080558 -3.588696 -5.203947 0.1 -0.2 0.1 0.42
Pm 1.459120 0.241581 1.361978 0.2 -0.3 -0.5 1.07
Cl 3.099356 -0.976222 2.828208 0.7 -0.6 0.8 -0.55
Cl 3.294699 2.124986 0.764210 -0.3 0.1 0.2 -0.59
C 0.307660 3.223410 1.681945 -0.4 -1.2 -0.1 -0.08
O -0.038005 2.000990 1.693179 0.1 2.0 0.3 -0.27
N -0.585270 4.200310 1.625885 -0.1 -0.3 0.1 0.25
C -2.017204 3.894734 1.685300 0.2 -0.1 -0.2 -0.61
C -0.144130 5.551119 1.316306 0.5 0.2 -0.2 -0.89
H 1.380098 3.495131 1.706637 -0.4 0.0 -0.2 0.34
H -2.235483 3.292770 2.573207 0.0 0.1 -0.2 0.18
H -2.338981 3.331631 0.802529 0.1 0.1 0.1 0.12
H -2.551437 4.845024 1.724226 0.0 -0.2 0.1 0.34
H 0.723916 5.805156 1.933971 -0.2 0.1 -0.1 0.34
H -0.959668 6.247156 1.501337 0.1 0.0 0.1 0.29
H 0.162792 5.640634 0.265270 -0.2 0.0 0.2 0.33
H -1.291617 -4.682092 4.579007 -0.3 0.0 -0.2 0.33
H -0.333506 -4.059699 0.863684 -0.4 0.0 0.2 0.26
C -1.965846 -4.403821 3.756205 0.0 0.2 0.3 -0.91
C -1.307983 -4.157891 1.367304 0.0 0.0 -0.3 -0.89
N -1.242515 -3.658787 2.733360 0.5 0.6 0.1 0.17
H -2.812442 -3.826650 4.150782 0.2 -0.1 0.0 0.34
C -0.574146 -2.540306 3.058582 0.6 0.9 -1.9 -0.23
O 0.050519 -1.806877 2.239678 -1.4 -1.4 1.5 -0.34
H -2.090092 -3.640014 0.790036 0.4 -0.1 0.1 0.32
H -0.665383 -2.297515 4.125649 0.2 0.1 -0.1 0.35
H -2.357085 -5.297414 3.273437 0.0 0.0 0.3 0.30
H -1.600937 -5.207260 1.450911 0.3 0.1 -0.3 0.41
O 1.626490 -0.217596 -0.673647 -1.9 -0.3 -0.2 -0.19
C 2.035199 -0.312777 -2.014405 2.1 0.2 0.9 -0.62
C 0.462649 0.142213 -4.094244 0.2 0.2 -0.4 0.35
C 1.377221 0.549049 -3.109247 0.5 -0.1 -0.1 0.38
H 0.035204 -0.855520 -4.110969 0.2 0.3 0.2 0.91
C 0.158199 0.975535 -5.177237 -0.1 0.2 0.5 -1.39
H 3.054343 0.117315 -1.875253 -0.2 0.1 -0.8 0.40
C 1.970414 1.804228 -3.248644 0.1 0.0 -0.4 -0.48
H -0.544632 0.650994 -5.943644 0.1 0.0 0.2 0.40
C 0.739395 2.234778 -5.278908 0.3 0.3 -0.3 -0.54
C 1.702903 2.619364 -4.344736 -0.4 0.3 0.3 -0.68
H 2.701601 2.101929 -2.501296 -0.1 0.1 -0.1 0.37
H 0.480814 2.908055 -6.109128 0.2 -0.4 0.3 0.36
H 2.226136 3.574046 -4.438526 -0.2 -0.3 0.0 0.39
Si -1.693190 -0.296110 -1.812415 3.4 2.0 0.8 1.12
Cl -0.906450 -2.162405 -2.336915 0.0 -0.3 0.4 -0.37
C -2.773649 0.045628 -3.229179 -0.7 -0.1 0.2 -1.16
C -0.894411 1.505313 -1.575028 0.1 0.0 -0.3 -0.72
C -2.066263 -0.531035 -0.013371 -1.0 0.0 -0.4 -0.16
H -2.753223 1.120612 -3.428014 -0.3 -0.3 0.0 0.29
H -3.697314 -0.284061 -2.748129 -0.8 0.2 -0.8 0.39
H -2.534222 -0.531207 -4.125991 -0.2 0.0 0.3 0.28
H -3.131186 -0.710554 -0.160161 -0.6 0.0 1.0 0.46
H -1.862442 0.401467 0.515299 -0.4 -0.1 0.0 0.06
H -1.633912 -1.356131 0.533992 0.2 -0.3 -0.3 -0.63
H -0.489343 1.983332 -2.475049 -0.3 -0.2 0.1 0.38
H -0.129848 1.643221 -0.795518 -0.2 -0.4 -0.3 -0.22
H -1.726841 2.166638 -1.262195 -0.2 -0.4 0.0 0.48
N 0.389591 -0.332679 5.414000 -0.2 0.8 -0.2 -0.12
C -0.275157 -0.075040 6.572389 -0.2 0.4 -0.7 -0.29
C -0.945851 1.125403 6.376888 0.2 -0.4 -0.2 -0.81
C -0.653712 1.514591 5.046858 1.0 -1.1 0.4 -0.11
N 0.213855 0.647783 4.483576 -1.0 -0.2 0.3 0.06
H 0.901812 -1.170004 5.141573 0.2 0.7 0.2 0.21
H -0.266178 -0.752494 7.415490 0.1 0.1 -0.2 0.43
H -1.555055 1.650532 7.093966 0.0 -0.1 0.0 0.38
H -1.057005 2.366576 4.512483 0.4 -0.1 0.0 0.27
```
Forces are in eV/Å.



No. 2
This record from the OMol25 dataset describes an isolated molecule of C9H9ClN2 at a distorted geometry. The level of theory is wB97M-V/def2-TZVPD.

Kohn-Sham gap in eV: 8.892
HOMO energy in eV: -8.1399
SMILES string: Clc1ccccc1C1=NCCN1
Total charge: 0

Structure (XYZ):
```
21
Properties=species:S:1:pos:R:3:forces:R:3:mulliken_charge:R:1
Cl -0.699728 2.518970 -0.262980 0.7 2.5 -0.3 -0.24
C -1.430051 1.044473 -0.222939 -2.1 -3.5 0.1 0.54
C -2.831243 0.954573 -0.185264 0.4 0.2 0.6 -0.49
C -3.501773 -0.279077 -0.063399 -2.4 1.2 0.4 -0.29
C -2.790058 -1.427248 0.068536 3.0 -1.7 0.8 -0.48
C -1.331790 -1.354685 0.050991 -1.4 -1.1 -0.7 -0.30
C -0.665580 -0.162558 -0.167279 1.0 1.5 0.6 0.33
C 0.861472 -0.021204 -0.136540 0.5 -4.0 -2.0 0.19
N 1.645141 -0.897613 -0.717639 -1.4 -0.8 -0.5 -0.69
C 3.070112 -0.676783 -0.338235 -1.7 0.1 0.2 -0.36
C 2.950384 0.768569 0.205783 1.8 -0.8 0.4 -0.57
N 1.570410 0.846178 0.555908 -0.2 3.1 2.8 -0.25
H -3.410780 1.870538 -0.024304 0.3 -0.3 -0.6 0.33
H -4.666731 -0.226613 0.045736 2.4 -0.3 -0.3 0.23
H -3.128927 -2.456810 0.360040 -0.4 1.4 -0.7 0.31
H -0.807767 -2.340114 0.120132 -0.1 1.3 0.0 0.34
H 3.733761 -0.797734 -1.191029 -0.1 0.2 -0.1 0.28
H 3.362178 -1.491804 0.390210 -0.3 1.1 -0.3 0.24
H 3.652280 0.915453 1.014734 -0.2 0.1 0.7 0.33
H 3.238144 1.530093 -0.499125 -0.1 0.2 -0.9 0.31
H 1.180547 1.683401 0.996672 0.4 -0.7 -0.5 0.23
```
Forces are in eV/Å.



No. 3
This record from the OMol25 dataset describes a structure of composition C15H13ClN6 at a distorted geometry. The level of theory is wB97M-V/def2-TZVPD.

Kohn-Sham gap in eV: 8.569
HOMO energy in eV: -8.1680
Total charge: 0

Structure (XYZ):
```
35
Properties=species:S:1:pos:R:3:forces:R:3:mulliken_charge:R:1
Cl -2.873619 -5.207314 2.409409 -0.2 0.6 -0.3 -0.20
N -2.565513 -3.112011 -2.477027 -0.3 -0.6 -0.2 -1.18
N -3.401189 -2.671070 3.223733 -0.8 1.9 -0.3 -0.67
N -2.673989 -0.907847 -2.841114 0.1 1.8 1.5 -0.72
C -2.802477 -2.110658 -3.317902 0.3 -3.3 -1.3 -0.15
C -3.292205 -1.403984 2.784949 1.1 -2.6 -1.3 -0.22
C -2.385645 -1.143604 -1.569348 0.3 0.0 2.2 0.23
C -3.009620 -3.494416 2.187889 -0.5 0.4 2.7 0.55
C -2.629248 -2.742498 1.180404 2.8 1.2 -4.6 0.02
C -1.350315 0.488644 1.678049 2.3 2.6 -0.1 -0.32
C -0.459456 1.446162 1.163751 0.8 0.6 -0.3 -1.00
C -1.167132 0.913032 -1.067665 -2.3 -3.2 2.1 -0.61
C -1.959331 -0.146161 -0.517663 0.3 0.1 -1.5 0.73
C -2.099350 -0.324267 0.894907 1.5 1.6 -3.2 -0.03
C -0.385643 1.649306 -0.230491 -1.5 -0.4 0.7 0.42
N -2.706758 -1.354043 1.500579 -3.3 -5.4 2.7 0.04
N -2.315889 -2.494208 -1.324890 0.2 2.1 0.3 0.94
N 0.314272 2.576489 -0.894433 2.3 1.7 -1.0 -0.34
C -1.859309 -3.213994 -0.095861 -3.4 0.3 -0.7 -0.85
C 2.669872 3.043283 -0.904980 1.6 1.7 1.1 -0.82
C 2.446394 2.332020 0.406362 0.2 -0.1 1.4 -0.25
C 1.345305 3.261981 -0.142950 1.4 -1.0 -1.4 -0.24
H -2.971736 -2.407223 -4.344466 -0.2 0.5 0.0 0.46
H -3.641533 -0.510153 3.238010 -0.1 0.4 0.6 0.48
H -1.285144 0.422730 2.726519 -0.4 -0.6 1.2 0.52
H 0.307114 1.999388 1.781419 -1.4 -0.7 -0.4 0.30
H -1.117317 1.053653 -2.113988 -0.1 -0.1 -0.9 0.56
H 0.601502 2.317730 -1.889329 -0.8 0.6 2.2 0.29
H -0.823851 -3.111576 0.013349 1.6 0.2 0.1 0.25
H -2.130093 -4.237055 -0.411798 0.3 0.2 0.9 0.44
H 3.489452 3.809641 -0.939308 -1.1 -0.5 0.2 0.26
H 2.704918 2.445193 -1.823413 -0.5 0.2 0.5 0.22
H 2.320642 1.241377 0.326377 -0.4 0.6 0.1 0.25
H 2.952172 2.584118 1.418346 -0.6 0.0 -2.1 0.27
H 1.042029 4.187693 0.397608 0.5 -0.8 -0.6 0.36
```
Forces are in eV/Å.



No. 4
This record from the OMol25 dataset describes a structure of composition C14H30F12O17S9Zn2 at a distorted geometry. The level of theory is wB97M-V/def2-TZVPD.

Kohn-Sham gap in eV: 1.609
HOMO energy in eV: -8.8920
Total charge: 0

Structure (XYZ):
```
84
Properties=species:S:1:pos:R:3:forces:R:3:mulliken_charge:R:1
Zn -0.353938 3.259439 4.038837 0.1 -0.4 -0.3 0.91
Zn -4.288748 -2.183631 -0.134293 0.0 -0.1 -0.3 0.97
C 1.538902 0.420419 -1.709223 -3.1 -0.9 0.4 0.61
F 2.062902 -0.613841 -1.077743 0.9 0.0 0.4 -0.21
F 2.386402 1.386459 -1.922033 0.3 0.3 0.3 -0.19
F 1.100532 -0.048591 -2.897753 0.0 0.7 0.6 -0.21
S -0.084798 0.966279 -0.565413 -1.0 1.0 -1.6 1.03
O -0.422118 2.308669 -1.105153 0.2 -1.8 0.2 -0.54
O -1.119898 -0.090331 -0.771313 2.2 1.7 0.4 -0.53
O 0.334292 1.164179 0.828527 0.3 -0.9 -0.2 -0.52
C -9.537168 1.525279 -1.511113 -0.1 0.1 -0.5 0.60
F -9.301908 2.384629 -0.461783 -0.7 -1.6 -1.4 -0.20
F -10.175448 0.385479 -1.142403 0.7 1.3 0.3 -0.20
F -10.338208 2.129749 -2.427273 0.9 -0.3 1.1 -0.20
S -7.871178 1.077499 -2.302173 0.3 0.8 -3.7 1.14
O -7.159618 2.349089 -2.450113 -1.0 -0.7 0.2 -0.53
O -7.182138 0.201599 -1.412343 0.4 -1.1 1.6 -0.52
O -8.135108 0.414649 -3.619953 -0.2 1.3 2.5 -0.52
C -3.046278 -6.244131 -4.996243 -3.3 2.8 2.5 0.64
F -3.550888 -6.920591 -5.968673 0.4 -1.2 -1.3 -0.19
F -2.657638 -6.997541 -3.981963 0.0 -0.5 -0.1 -0.20
F -2.090678 -5.434281 -5.312673 1.4 0.4 -1.1 -0.19
S -4.578348 -5.039831 -4.426143 -1.1 -3.3 -0.3 1.07
O -4.882248 -4.099591 -5.466263 0.0 -0.2 -1.0 -0.50
O -5.643178 -5.990481 -4.028833 1.1 0.9 -0.9 -0.54
O -4.133488 -4.317931 -3.281373 1.5 1.5 2.5 -0.48
C -4.844398 -0.827531 6.445817 -1.5 0.3 -1.4 0.61
F -4.658658 -0.191771 7.594187 -0.9 0.6 -0.3 -0.20
F -3.968088 -1.751571 6.410347 2.4 -2.2 -0.3 -0.22
F -6.053748 -1.504321 6.411607 1.0 1.7 0.1 -0.22
S -4.550168 0.288039 4.824887 -2.4 1.0 0.1 1.08
O -4.488438 -0.538691 3.625157 0.4 -0.1 1.2 -0.51
O -5.762298 1.133109 4.829807 1.3 -0.7 0.2 -0.54
O -3.343308 1.069279 5.091597 0.0 -0.4 0.2 -0.54
C 5.040982 0.827979 7.004057 -0.1 0.3 -0.7 -0.77
S 3.502072 0.123469 6.461417 -3.4 -1.1 -1.2 0.47
O 2.606342 1.036239 5.584637 2.2 -1.2 0.8 -0.60
C 3.993982 -1.506581 5.552597 0.6 1.2 1.2 -0.93
H 5.842292 0.139139 6.736627 0.1 0.1 0.6 0.30
H 4.757992 0.931899 8.051537 1.0 0.0 0.1 0.29
H 5.226062 1.802929 6.553157 -0.1 -0.1 -0.1 0.29
H 3.123672 -1.955291 5.073707 0.2 0.6 -0.4 0.32
H 4.275842 -2.207361 6.338447 -0.2 0.2 0.4 0.35
H 4.926582 -1.356201 5.008777 -0.5 0.0 -0.7 0.33
C -3.565478 -7.469781 2.536567 0.3 1.1 0.3 -0.94
S -2.083848 -6.399311 2.282757 -1.9 1.7 0.2 0.47
O -2.638648 -5.051531 1.795847 0.6 -1.5 0.3 -0.62
C -1.666938 -6.073151 4.041447 0.9 -0.9 -1.0 -0.85
H -4.261248 -6.984661 3.221167 0.4 0.1 0.5 0.30
H -3.198068 -8.407251 2.954017 -0.4 -0.2 -0.5 0.35
H -4.152508 -7.434951 1.618807 0.6 -0.8 -0.3 0.35
H -0.914188 -6.817931 4.299857 -0.1 -0.3 0.2 0.34
H -2.484788 -6.112081 4.760957 0.0 0.5 -0.3 0.30
H -1.084328 -5.164101 3.892117 -0.5 0.4 0.6 0.29
C 6.393362 -2.405681 -4.820863 -0.1 -0.1 0.2 -0.87
S 4.922212 -3.487181 -4.911203 0.6 -1.9 0.1 0.54
O 5.145102 -4.379121 -6.091203 -0.2 0.8 -0.3 -0.63
C 5.297312 -4.703391 -3.562253 -0.1 0.9 0.9 -0.92
H 6.303922 -1.683961 -5.632783 -0.1 -0.2 -0.2 0.30
H 7.292862 -3.006571 -4.954763 -0.1 0.0 0.0 0.30
H 6.429542 -1.814001 -3.906143 -0.1 -0.3 0.2 0.33
H 6.254592 -5.209091 -3.688643 0.1 0.5 -0.3 0.30
H 4.568022 -5.500621 -3.418493 -0.5 0.3 -0.9 0.33
H 5.246742 -4.169191 -2.613473 0.4 0.2 0.2 0.32
C 2.867702 6.943869 -6.889573 -0.3 -0.6 -0.3 -0.86
S 2.023052 8.142289 -5.763103 -3.1 0.8 0.4 0.46
O 0.991802 9.097719 -6.402883 2.2 -1.6 0.2 -0.60
C 0.871312 6.959359 -4.847733 1.8 -1.2 0.1 -0.98
H 3.026722 7.341049 -7.892093 -0.4 0.3 0.1 0.34
H 2.340302 5.992119 -6.953833 -0.3 0.2 -0.2 0.29
H 3.862372 6.674259 -6.534543 0.0 0.5 0.5 0.32
H 0.242832 6.261979 -5.401593 -0.4 1.0 -0.8 0.38
H 0.368122 7.391589 -3.982813 0.0 0.5 -0.5 0.33
H 1.536372 6.201739 -4.433243 0.5 0.1 0.5 0.34
C 3.759272 6.609189 0.958907 0.3 0.3 -0.3 -0.86
S 3.569722 6.776019 2.692657 0.2 -0.5 0.9 0.47
O 2.662632 5.627309 3.020077 0.1 0.2 0.4 -0.61
C 5.248502 6.275909 3.152377 0.8 0.7 1.0 -1.01
H 4.356602 7.442819 0.589637 0.0 0.0 -0.2 0.35
H 2.727942 6.669529 0.611317 0.2 -0.2 -0.4 0.32
H 4.257662 5.656189 0.781447 -0.3 0.0 -0.3 0.29
H 5.485532 6.528529 4.185867 -1.1 -0.7 0.7 0.35
H 6.046282 6.954069 2.849487 -0.2 0.0 -1.6 0.38
H 5.454922 5.222629 2.962407 -0.1 0.2 -0.2 0.31
```
Forces are in eV/Å.



Number 1: calculated total energy -3623.7395 Eh. Number 2: calculated total energy -918.0135 Eh. Number 3: calculated total energy -1368.0428 Eh. Number 4: calculated total energy -10170.3479 Eh.